(1)
67
Properties=species:S:1:pos:R:3 method="wB97M-V/def2-TZVPD" e_homo_ev="-10.679 / -11.049" mol_weight_g_mol=614.8 total_charge=+1 s_squared=0.816 relative_energy_ev=0.0000 fmax_ev_per_a=2.7 spin_multiplicity=2 homo_lumo_gap_ev="7.48 / 6.24"
Zn -1.34437 -2.18972 17.55337
C -1.06461 0.98301 20.48160
C -1.25400 0.21577 19.33380
N -1.38066 -1.07988 19.30421
C -1.33626 -1.75622 20.46552
C -1.15248 -1.07560 21.70475
C -1.01947 0.31949 21.67411
C -1.02079 -1.81576 22.89867
C -1.01542 -3.19403 22.88345
C -1.12951 -3.88504 21.66024
C -1.38063 -3.21534 20.44511
N -1.45288 -3.77442 19.22868
C -1.77791 -5.12264 19.13546
C -1.22604 -5.88371 18.13226
C -1.43864 -7.32525 18.10419
C -2.12972 -7.92863 19.08351
C -2.72747 -7.14249 20.14091
C -3.52610 -7.75381 21.13904
C -4.20732 -6.95019 21.98413
C -4.21874 -5.56233 21.75740
N -3.47426 -4.97127 20.85580
C -2.68760 -5.73560 20.09213
H -1.01843 2.03239 20.50712
H -1.27385 0.66479 18.33635
H -0.94061 0.89564 22.56693
H -0.82302 -1.35412 23.86023
H -0.87734 -3.74494 23.77870
H -0.94295 -4.95740 21.68406
H -0.59047 -5.37362 17.43244
H -0.95432 -7.88874 17.35628
H -2.33149 -8.98117 18.94569
H -3.61470 -8.82332 21.23535
H -4.86377 -7.38228 22.73850
H -4.89925 -4.90390 22.29744
C -0.74138 0.68230 14.31759
C -1.14333 0.47969 15.62322
N -1.27553 -0.79192 15.92582
N -1.08151 -1.48099 14.75669
C -0.70337 -0.59812 13.80825
B -1.10926 -3.04430 14.68009
N 0.12902 -3.58142 15.49032
C 1.25821 -4.23891 15.12134
C 2.16922 -4.19326 16.14767
C 1.48325 -3.48764 17.16580
N 0.29870 -3.08046 16.74722
N -2.42949 -3.61260 15.37440
C -3.16730 -4.66818 14.99011
C -4.20951 -4.80061 15.91708
C -3.93717 -3.85609 16.90728
N -2.83925 -3.21682 16.59249
N -1.15661 -3.46123 13.24044
C -2.20015 -3.16856 12.37276
C -1.80638 -3.55782 11.10826
C -0.53178 -4.12508 11.30877
N -0.17626 -4.10280 12.58214
H -0.39108 1.60153 13.88621
H -1.39577 1.15342 16.41927
H -0.52819 -0.93926 12.80564
H 1.35289 -4.67433 14.10784
H 3.11312 -4.67314 16.13285
H 1.82698 -3.28964 18.13614
H -2.96380 -5.21083 14.06650
H -4.99518 -5.52081 15.90143
H -4.46585 -3.66295 17.82719
H -3.08057 -2.58511 12.70870
H -2.32383 -3.46432 10.12610
H 0.13112 -4.59122 10.60677


(2)
94
Properties=species:S:1:pos:R:3 method="wB97M-V/def2-TZVPD" e_homo_ev="-1.321 / 0.532" mol_weight_g_mol=802.5 total_charge=-2 relative_energy_ev=1.3811 fmax_ev_per_a=0.5 homo_lumo_gap_ev="4.69 / 2.84"
Rb 0.85139 -1.40121 -0.95666
C -0.55536 -0.02103 -5.42983
C -0.25362 1.30645 -5.67026
C 0.75832 1.90945 -4.94046
C 1.44587 1.16520 -3.98392
N 1.14675 -0.11394 -3.74934
C 0.17460 -0.68228 -4.45309
C 2.53408 1.78197 -3.15980
C 3.26228 2.86657 -3.66307
C 4.24259 3.42353 -2.82485
C 4.45479 2.90373 -1.57806
C 3.68602 1.78266 -1.13932
N 2.72909 1.25400 -1.96647
C 3.89379 1.16565 0.13051
C 4.62685 1.79614 1.18159
C 4.80548 1.15776 2.37726
C 4.26884 -0.13223 2.56802
C 3.55036 -0.67495 1.50818
N 3.34825 -0.07982 0.34075
H -1.35803 -0.53449 -5.94105
H -0.81357 1.87852 -6.40155
H 0.98862 2.95683 -5.08015
H -0.05434 -1.71741 -4.22297
H 3.10577 3.23813 -4.66577
H 4.84651 4.25499 -3.17498
H 5.23630 3.31090 -0.95048
H 5.00158 2.80317 1.05167
H 5.33903 1.65491 3.18134
H 4.39294 -0.67950 3.49307
H 3.10358 -1.66378 1.61336
N 0.87391 1.43399 2.09046
C 0.25561 0.54568 3.07072
C -0.41806 1.37301 4.16435
C -1.40890 2.35121 3.52335
C -2.70219 2.56733 4.29521
N -3.52507 1.35149 4.45069
C -3.99945 0.66415 3.40631
N -4.25171 1.27411 2.24397
N -4.48850 -0.58395 3.60322
C -0.76550 -0.46194 2.47843
O -1.81068 -0.68835 3.16843
O -0.50364 -0.98318 1.39128
H 0.22779 1.62813 1.33233
H 1.66763 0.97954 1.65208
H 1.05438 -0.05674 3.51282
H 0.33158 1.91929 4.74191
H -0.93005 0.67842 4.83345
H -1.66606 1.97359 2.53156
H -0.93047 3.31771 3.35898
H -3.32939 3.32550 3.81864
H -2.49684 2.92016 5.30630
H -3.21506 0.74585 5.19511
H -3.73659 2.11581 2.03264
H -4.33809 0.67190 1.43439
H -3.93903 -1.08985 4.28620
H -4.46413 -1.12441 2.74632
C 3.79996 -5.01752 1.94029
C 2.96609 -4.70848 0.71142
S 1.32175 -4.41189 0.96827
C 3.63198 -4.70904 -0.53682
C 5.12144 -4.99506 -0.52422
S 2.91439 -4.43181 -2.03462
H 3.18137 -4.93802 2.83042
H 4.64475 -4.32900 2.03807
H 4.21651 -6.03055 1.89318
H 5.33077 -6.00596 -0.15514
H 5.65787 -4.29869 0.12672
H 5.51802 -4.90452 -1.53168
S -2.42637 -3.30851 -3.88427
C -2.64625 -3.05316 -2.23803
N -2.38456 -3.99766 -1.28997
C -2.47000 -3.44720 0.06021
C -3.08527 -2.06002 -0.19814
N -3.12337 -1.94664 -1.65396
H -1.71798 -4.71584 -1.51994
H -1.49179 -3.37043 0.53742
H -3.10430 -4.08564 0.67883
H -2.46685 -1.27270 0.23451
H -4.10123 -1.98522 0.21489
H -2.86182 -0.98493 -2.04742
C -3.18022 2.98251 -3.21008
Si -2.98904 1.73200 -1.80023
C -4.78682 1.37953 -1.24589
C -2.22661 2.67133 -0.33507
O -2.19813 0.42503 -2.17733
H -3.82096 3.82952 -2.94240
H -3.62039 2.47939 -4.07583
H -2.20632 3.37241 -3.51863
H -5.31373 2.27049 -0.88645
H -4.79643 0.62676 -0.45038
H -5.36191 0.95587 -2.07358
H -2.69630 3.64154 -0.13713
H -1.15742 2.83389 -0.49394
H -2.32114 2.04988 0.56414